Density functional theory data (ωB97M-V/def2-TZVPD) for a molecular structure, C39H90F6N7O18S2Sr2 in a non-equilibrium geometry.

Output
energy relative to the best compared isomer or geometry (same formula, charge and spin)	383.4	kcal per mole
HOMO-LUMO gap	2.3	eV
HOMO energy	-7.812	eV

The geometry in ORCA input format:
```
! wB97M-V def2-TZVPD RIJCOSX def2/J DEFGRID3
* xyz 1 1
O -0.29933 -5.68906 -0.22661
H -0.40526 -0.08790 3.13781
H -7.04256 1.13617 2.72353
C -1.41893 0.53924 9.63229
C -3.49672 4.90477 -4.64345
Sr 2.61185 -4.21077 -1.14199
H -8.23356 -1.13047 1.45171
S 6.71205 -2.42469 0.68233
H -0.32948 9.08324 0.81052
H 3.71103 0.35774 -3.86786
C -1.27612 8.82380 0.33655
H -2.19317 -0.16625 -7.51378
H -0.50729 -5.44248 1.78636
H -3.12444 8.21986 5.41114
C -6.45073 0.19723 -0.40228
H 1.12457 -4.96767 -7.45764
H 5.34314 -1.11510 -7.04814
H 2.55257 3.57668 1.16285
C -0.91876 0.94648 8.26119
H -7.03807 -1.28722 2.72628
S 7.40518 -3.84792 -1.33420
H -5.85682 1.06750 -0.68157
H 4.71910 3.08651 3.43135
H -2.55645 9.12919 2.91342
C 4.43651 -1.60749 -6.69646
H -5.29066 -0.13940 1.29624
H 2.95674 -1.30063 5.65535
H 1.87852 2.21970 -6.56812
H -1.42198 6.87833 1.17456
H -3.42231 5.55446 -5.51549
H 3.43727 2.60355 -6.03745
H -1.38064 -5.08019 -9.05177
H -1.58607 7.50746 5.37792
H -1.24527 -3.04257 -5.73906
H -2.50212 0.42258 9.66694
N -3.35109 7.68308 0.78953
H -1.84415 9.70845 0.04877
O 0.14206 -1.12045 -1.28642
C -1.59622 -5.21782 -0.66167
C 3.76419 3.46447 3.79656
H 2.19214 2.27258 -4.83010
H 0.26066 -4.56801 -9.41299
O 7.01287 -4.47539 -2.61389
H -0.06240 -8.43637 2.91524
H -1.09162 -3.37176 -9.43928
H 3.04912 2.64263 3.75999
H 4.60440 -2.65265 -6.95633
F 8.64437 -6.21936 -1.13481
H -1.66769 -0.80145 -5.91217
C 2.11167 -3.15192 6.40960
C -0.20028 -0.28731 -0.41874
O -3.36725 5.59943 -3.45624
F 7.02268 -0.48918 -1.16405
H -1.18916 0.18941 7.52511
H -5.24686 -0.18689 -2.79447
O -4.96009 -4.70544 4.90890
H 3.65295 -1.26015 -7.36988
H -0.27795 -5.60708 -6.92197
O -5.81000 -0.94358 -0.91204
O 8.45375 -2.83528 -1.49419
F 7.22479 -5.90806 0.49993
H 3.26311 -1.53413 7.40576
H 1.65539 -8.19896 3.25209
H -0.98176 8.37877 3.17223
C 6.47867 -0.58105 0.04745
C -0.46282 0.22246 2.10496
H -6.73578 -2.04369 1.09663
O -2.26010 -2.16745 -7.26621
H -6.77192 -0.80599 -2.73304
C 0.17063 -0.63579 1.07292
N 2.11629 -6.20862 1.53706
C -1.51103 1.66159 0.33601
O -2.65434 7.17407 3.58403
H -2.38436 -5.95620 -0.51434
H -7.81497 1.36193 1.48251
H -3.38430 -3.39017 4.41282
C -1.61402 -0.92904 -6.99335
H -0.96595 -0.41163 9.91293
C 2.65565 5.40270 -0.55712
C -5.77875 -1.02249 -2.33955
N 6.13680 -3.44731 -0.62253
O -1.77786 1.95309 2.80469
H 3.51899 4.92547 -1.02081
C 0.94079 -7.08832 1.47937
O 2.81671 5.58939 0.79836
O -2.19036 2.70953 0.02418
H -0.56150 -0.90780 -7.27591
Sr -4.99002 4.97296 2.24202
C 0.75203 -7.71261 2.88399
H -1.22591 -6.86125 1.23642
C -3.77430 -4.37080 4.14012
N 3.08370 -2.16317 -4.69705
F 7.07231 0.30864 0.86837
H 1.63945 5.68757 2.84794
C -0.43390 -3.74400 -7.55630
C 3.18920 4.40902 1.46286
C -0.31862 -6.27173 1.10456
H 2.78965 -6.73168 2.07844
H -4.67921 -4.68987 5.82676
H -0.95559 1.31157 -1.70664
C -2.60983 7.33007 5.04843
H 1.90658 -5.58810 2.30587
C 4.17179 -1.27792 -5.22050
C 3.15970 -2.02925 6.44022
C -1.62140 -3.31531 -6.72509
H 5.07680 -1.57116 -4.68846
H -1.54140 -4.92239 -1.70944
H 1.20879 -2.70980 6.83084
O -1.60809 2.15746 7.93547
N -6.84282 1.28066 1.74407
C -2.00551 8.19091 2.84857
H 1.05535 -7.85428 0.71238
H -1.02480 8.35710 -0.61589
C -0.94191 0.96492 -0.68388
H -4.81456 3.66626 -3.52810
O 1.96570 -3.59368 5.11176
H -1.85039 -4.30135 -0.12911
H 2.41064 6.32187 -1.08927
C -7.16376 -1.20558 1.64664
H -1.74462 2.18773 6.98571
H -3.32752 7.62757 -0.21867
H -4.02519 -4.37331 3.07939
H -5.67671 4.45269 -4.94245
C -1.98381 7.80590 1.28434
H 4.16898 -2.39534 6.25197
H 4.84991 0.85444 -5.11618
C -6.35380 0.02337 1.11923
H 3.90464 3.71737 4.84747
C -1.27600 1.28926 1.78489
H -7.47144 0.37212 -0.74239
H 2.25552 -2.86367 4.55977
H -5.39404 -1.97174 -2.71240
H -2.92260 -5.04199 4.25066
O 2.89343 0.55820 -5.79485
C -4.75652 4.01036 -4.56073
H -2.37899 -4.07820 -6.54576
H 3.91841 5.53939 3.17250
H 1.76581 4.77765 -0.63193
F 9.11094 -4.91083 0.44538
H -2.65714 4.22264 -4.77727
N 1.99853 5.09672 3.58419
N 0.32281 -4.79700 -6.86760
O 8.11777 -2.43286 1.06979
H 0.16362 1.05143 8.33561
C 3.96961 0.24218 -4.92042
H 2.21143 -1.65659 -4.64601
C -0.67626 -4.25427 -8.95271
H -1.25076 1.29310 10.40139
H 0.40174 -7.03678 3.66416
H 2.44338 -3.96498 7.05537
C 8.14360 -5.32817 -0.29532
H 0.25360 -2.90496 -7.66332
H -3.83401 8.56386 0.89499
H 1.39036 4.29432 3.50426
C 2.59618 1.95535 -5.79146
C 3.25776 4.68824 3.00760
H -3.10528 4.94633 -2.80322
H 4.11387 4.02156 1.03513
O 5.80270 -2.55725 1.78592
H 2.90601 -2.84405 -5.42157
H -2.99871 6.35230 5.33274
H -4.65400 3.07844 -5.11671
O 1.01471 -1.51237 1.27050
F 5.16690 -0.23007 0.04420
*
```

=====

Density functional theory data (ωB97M-V/def2-TZVPD) for 13 unconnected molecules or ions with the total composition C39H91N13O13 in a non-equilibrium geometry.

Output
energy relative to the best compared isomer or geometry (same formula, charge and spin)	26.4	kcal per mole
HOMO-LUMO gap	9.0	eV
HOMO energy	-8.758	eV

The geometry in ORCA input format:
```
! wB97M-V def2-TZVPD RIJCOSX def2/J DEFGRID3
* xyz 0 1
H 13.98730 20.45206 16.44435
H 19.47006 18.28853 10.50908
H 15.03397 16.66866 11.15478
N 14.09533 16.36937 11.22116
H 17.51393 21.78085 13.56846
H 19.37438 11.89213 14.47796
O 17.33890 10.24178 16.12933
H 17.70060 13.19635 16.42035
H 19.89313 16.68595 10.03367
H 15.04546 13.78490 14.79886
C 22.23363 15.43972 12.00273
C 20.38061 10.43132 11.15626
C 21.09526 15.51115 14.14227
C 14.06393 15.04492 10.50559
C 19.93848 11.70684 11.71698
H 20.29225 14.83267 16.04780
C 18.39730 13.65494 11.64065
H 14.91377 14.42465 10.71842
N 16.18281 15.60186 14.39682
H 14.51582 11.57767 7.29674
H 21.92674 16.48144 11.77434
O 20.05547 19.78100 15.92807
C 14.38132 10.25878 15.11842
H 16.24360 17.11384 9.15494
H 12.59428 18.45696 13.23447
H 21.26139 17.46620 19.64644
O 19.23466 14.78471 18.30162
C 21.24227 15.11350 15.61216
H 18.10946 19.05280 19.23074
H 17.25020 18.37389 15.61219
H 15.45335 9.50387 11.01158
H 21.44206 16.03934 16.14804
H 14.22332 18.83641 15.75913
H 13.89415 15.24949 9.42696
N 18.69528 11.74090 15.17395
H 17.70883 14.11462 10.99787
H 20.38446 10.34080 10.07350
H 13.36430 12.49985 8.30741
H 14.32572 18.42572 12.82391
H 16.83881 15.76334 13.67718
H 10.76924 9.96996 11.98233
H 16.74673 12.36269 15.24091
H 18.72330 12.38430 20.25682
N 18.98032 12.42794 11.07613
H 18.96864 17.38399 8.02491
O 17.05526 16.71109 11.41393
C 10.12292 13.61054 13.50103
H 19.66760 9.67309 11.57445
N 18.46212 21.25159 15.35873
N 22.12375 15.10952 13.38424
H 19.34075 9.18540 14.04180
C 17.89812 17.60530 8.02392
C 13.18438 16.62155 12.18148
H 13.18060 14.51858 10.77083
C 16.39859 19.72056 18.11898
C 19.57454 20.52884 15.05266
C 19.22520 17.22973 10.69476
C 16.17079 10.34258 11.07648
H 19.27442 14.31347 11.78241
C 14.74369 19.70638 16.27338
H 21.66963 14.74490 11.33748
H 10.72608 13.43206 14.38603
C 17.67596 12.78090 15.40025
H 17.10260 15.34192 19.67341
O 15.33223 16.54757 16.24884
N 15.38123 19.16918 17.43076
N 10.85547 13.16219 12.35136
H 23.23672 15.42520 11.73741
H 23.79260 17.07984 15.48533
C 14.43381 12.26019 8.18431
H 17.86483 13.37811 12.51340
H 18.18446 21.16376 16.33217
H 17.39652 14.19678 20.99423
C 19.69679 12.05469 18.44341
C 10.41724 10.85126 12.48711
H 17.67024 18.68401 7.85475
C 13.46942 17.77915 13.11853
H 14.82485 13.21200 18.49791
H 14.12654 15.27762 14.57867
C 11.22821 11.96780 11.91316
H 9.19836 13.11384 13.59100
H 19.35434 11.00876 18.54084
H 17.81358 13.67238 14.73393
C 18.77917 14.19560 19.27986
H 13.93066 9.44790 15.74709
C 20.17490 20.57771 13.73871
H 15.51550 20.09426 15.58813
H 16.83227 22.42431 15.01759
H 20.38446 9.77070 15.32907
C 17.52807 17.28588 15.57782
O 12.13356 15.99027 12.16176
H 14.02652 11.45324 10.03330
H 19.36120 12.42544 17.44898
H 17.98063 17.04896 16.50719
N 18.95522 12.87019 19.39166
N 22.35085 18.05436 16.61904
H 19.14557 8.53470 15.72461
H 10.70235 10.77902 13.54470
H 21.58613 18.57892 16.29405
H 20.23606 17.06459 18.28441
H 20.80681 12.20804 18.42922
C 16.22853 16.47791 15.43407
H 18.30597 15.63294 20.88036
O 12.14246 11.83042 11.11695
H 14.95789 14.53688 13.18670
H 9.91454 14.65563 13.34716
H 22.74715 14.40800 13.73872
C 21.06946 17.68295 18.58424
H 17.51910 17.05794 7.13446
H 17.15552 9.87278 11.24068
H 13.42536 13.44189 17.51503
N 14.65895 11.92238 16.84593
C 17.90177 14.83640 20.31928
H 21.36099 10.19704 11.54082
C 17.78062 22.22814 14.54289
H 18.57271 12.16612 10.19039
C 19.38332 9.40718 15.10296
H 14.96581 13.16962 7.92480
O 20.48001 12.08669 12.79030
H 16.00306 10.92951 11.94173
O 16.79302 20.86150 17.93075
H 13.79042 10.21679 14.18155
H 15.25136 18.16690 17.57354
O 13.27444 12.34661 15.07892
O 17.02101 11.38767 9.02335
C 17.79115 16.96991 10.43937
H 21.21711 20.47149 13.95760
H 24.39706 18.46952 16.40098
H 18.34008 17.15122 14.76413
H 23.48722 18.71748 14.89649
H 13.71577 17.41481 14.13204
H 11.47013 13.91151 12.06001
C 18.38511 10.52446 15.49532
H 22.05106 14.33315 15.73776
C 17.05323 18.75828 19.11400
N 14.84777 11.63894 9.47399
H 15.50565 11.38003 17.09499
O 20.27183 16.32359 13.69480
H 18.41711 23.12859 14.50609
C 14.46823 13.26666 17.42354
H 19.42361 17.00353 11.74114
H 9.27012 10.99414 12.37613
H 15.01376 14.07752 16.89377
C 22.30076 17.40408 17.80958
H 19.73792 19.85968 13.05496
O 23.21364 16.70919 18.19771
C 15.03403 14.75017 14.27981
C 23.53742 18.11546 15.83743
H 19.95077 21.50974 13.18071
H 16.61490 18.86497 20.02247
H 15.43824 10.13448 14.93228
C 16.05162 11.16324 9.75173
H 17.00975 17.75220 18.79688
C 14.07435 11.63444 15.66503
N 17.25820 17.08803 9.19256
H 20.71739 18.70064 18.41551
*
```

=====

Density functional theory data (ωB97M-V/def2-TZVPD) for 9 unconnected molecules or ions with the total composition C39H93N3O15 in a non-equilibrium geometry.

Output
energy relative to the best compared isomer or geometry (same formula, charge and spin)	182.8	kcal per mole
HOMO-LUMO gap	8.0	eV
HOMO energy	-7.640	eV

The geometry in ORCA input format:
```
! wB97M-V def2-TZVPD RIJCOSX def2/J DEFGRID3
* xyz 0 1
N 8.90813 -6.64897 -8.92157
C -1.92272 8.86232 7.14625
H -4.43984 -7.99787 3.43846
O 0.80955 -0.69787 -1.81386
O -5.73679 -3.07218 -6.12569
H -5.20092 7.74674 -3.28043
H 0.26655 1.65707 -3.24568
H -5.81944 -2.24184 -6.60035
C -9.34573 -2.57274 7.97869
C -3.06991 7.90651 -1.30268
H -5.07763 7.38514 6.90435
H -0.24616 -2.57214 9.93994
O -4.27048 11.54703 8.53150
H -6.55948 9.53983 6.37046
H -1.57946 10.61744 9.39266
H -3.08312 9.01977 -2.77717
H 3.23949 -0.56322 -3.43581
H 2.95639 1.67309 1.44922
H -6.29490 10.26791 9.23567
H 2.64322 3.04073 -0.37701
H 10.05278 -3.75889 -10.18615
H -9.47851 -1.54151 8.30586
H 7.35129 -6.70758 -6.60946
C 9.79805 -7.86915 -7.06437
H -1.22749 8.92567 6.30914
C 9.00742 -5.50277 -9.90947
H -5.07309 9.18698 5.45525
C 10.36370 -4.21274 -8.08461
H -9.04263 -3.31924 6.01827
H 11.21218 -3.56283 -7.87060
C 9.43023 -6.09609 -11.29064
H 2.90895 -1.46485 0.98043
C 2.17654 1.14906 -2.31626
C 2.63466 0.31982 -3.64204
H -3.98469 -5.09339 3.23047
H 0.48087 1.57379 1.70326
H 7.32206 -4.25505 -9.12368
C -2.95814 7.81952 6.76632
C 7.75562 -4.65535 -10.04013
H 10.41022 -7.70813 -6.17700
H 1.30461 -7.11466 -5.47090
H -5.53831 -3.11231 -3.99576
O 2.25978 -3.52391 10.28957
H -2.85735 7.71178 5.68635
C 0.05650 -6.76023 -7.16076
H 6.89350 -5.27596 -10.28447
H 10.01832 -5.50872 -11.99580
C -8.77158 -2.47787 6.65603
O 7.80061 -7.45704 -9.23203
H 8.93286 -8.45564 -6.75522
H 8.27082 -8.26407 -9.45387
C 3.42762 2.28529 -0.42318
H 8.59284 -6.67113 -11.68587
C -4.35144 7.94567 7.49304
O -1.15113 -4.26425 10.25704
C 1.71137 0.31249 0.15548
H 10.43553 -8.41762 -7.75784
H 1.81828 -0.66088 2.03761
H 1.46821 -4.71708 8.72679
H -6.99478 -1.87935 5.84200
H -0.51068 0.49417 0.75112
C -1.46067 10.97593 8.37017
O -7.38046 -2.05164 6.70407
O 0.75793 -6.45113 -5.89806
H -0.84811 -4.05831 11.14438
H -7.51475 -0.33746 -5.50013
H -0.47101 10.59615 8.11631
H -6.29378 -0.67504 -3.87969
H -1.59520 11.35725 5.74593
O -2.39725 8.52459 -2.32334
H 1.18237 -5.21235 10.29277
C 10.25289 -4.63986 -9.57627
H -0.34485 -5.80506 -7.49935
H 10.47889 -5.29555 -6.19678
C 1.93988 -0.96617 0.99832
H -2.41011 -6.84384 -6.22176
H -3.16345 -6.04473 2.04272
H -4.05599 6.10709 -2.35675
H 9.57231 -3.56351 -7.71003
C -5.94612 9.33243 8.79826
H -4.66068 6.57562 -0.78155
H -2.39051 7.42334 -0.60048
C -5.96258 -1.08420 -4.83415
O -2.92478 -6.91125 4.52663
C -2.55961 11.08915 6.17738
H 7.73321 -3.86610 -10.79158
H -3.14855 -6.52156 5.37496
H -3.09571 12.03237 6.28241
H 8.48051 -6.10298 -5.41041
C -4.08702 -5.98992 2.61902
H 2.16440 -3.52723 11.24481
O -10.60618 -3.27275 7.96114
H -5.59728 8.86562 9.71939
C 1.05900 2.18078 -2.71103
H 0.68962 -7.04199 -8.00211
H -4.44884 11.95314 7.68011
H -3.27118 8.77725 -0.67864
C 9.32614 -6.49879 -7.49494
H 3.89963 0.38915 0.51727
H -4.22571 7.40372 8.43037
H -9.14324 -1.63923 6.06726
H -5.45035 10.82338 6.06124
C -4.87237 9.37525 7.63396
O -1.92139 -7.65097 -6.04479
O -6.62913 -0.43847 -5.85658
N -3.77850 10.22327 8.15579
H 1.39448 -1.29943 -2.28032
H -6.87434 8.86797 8.46539
H -1.60405 12.03556 8.15868
C 1.21329 -4.29802 9.70019
C 8.22997 -6.07764 -6.47092
H -4.94835 -0.68588 -4.86214
O -5.40614 7.62365 -2.35074
H 7.93637 -5.03123 -6.55407
C -2.50438 10.27261 7.46061
C 3.09432 1.12371 0.51795
H -0.59987 -3.43413 8.64736
C 3.54482 1.94983 -1.80166
H 11.22758 -4.99868 -9.90692
H 1.36121 3.03365 -3.31880
C -4.22341 -6.98192 3.76877
C 0.39925 1.09383 0.72803
O -5.32621 -6.10709 1.87127
H 1.88412 -0.02777 -4.35195
C -5.49495 9.75710 6.28296
H -10.86424 -3.61772 8.81905
H -2.64994 6.86458 7.19200
H -0.60739 -8.89776 -6.99205
C -1.02882 -7.89873 -7.10359
H -5.04174 -6.70683 1.17774
H 10.10423 -6.88347 -10.95321
H 4.38677 1.29701 -2.03198
H 0.79190 2.66411 -1.77127
H -5.00016 -6.60376 4.43341
H 11.44316 -5.84147 -7.53454
H 1.13160 -1.67799 0.83068
H -3.11128 10.47661 5.46425
C -6.11963 -2.64382 -4.78992
H 4.47402 2.48244 -0.19017
C -0.17873 -3.61673 9.63599
H 0.13552 1.96810 0.13289
H 3.18670 1.02707 -4.26103
N 1.65940 0.19962 -1.30088
H -7.13685 -3.03539 -4.78429
C 10.46561 -5.43322 -7.27797
C -4.27404 6.96650 -1.72274
H -8.79208 -3.16973 8.70338
H 3.71210 2.88513 -2.33582
H -1.69843 -7.97456 -7.96031
H -1.30540 8.52577 7.97917
*
```

=====

Question: What is the HOMO-LUMO gap in the second record?
Answer: 9.0 eV

=====

Question: Look up the HOMO-LUMO gap of the second one.
Answer: 9.0 eV

=====

Question: Which of these has the lowest energy relative to the best compared isomer or geometry (same formula, charge and spin)?
Answer: C39H91N13O13